Record 1
Computed, not measured: a cluster of 2 separate species, C23H15F3NO5S2 in total in a non-equilibrium geometry, with the ωB97M-V functional and the def2-TZVPD basis.

Atoms and positions in Å:
C: -4.5600 -4.0604 -0.5451
C: -3.3667 -4.5653 0.0030
C: -2.3472 -3.6844 0.3786
C: -2.6427 -2.3144 0.4585
C: -1.6428 -1.3519 0.9853
C: -1.0287 -1.7880 2.3995
C: 0.4045 -1.2365 2.4722
C: 1.5764 -2.1344 2.1749
C: 1.6104 -3.5492 2.2271
C: 2.7757 -4.2143 1.8001
C: 3.8135 -3.5263 1.1629
C: 3.8388 -2.1267 1.2745
C: 2.6990 -1.4362 1.6892
O: 0.5822 -0.0759 2.8585
O: -1.3175 -0.3336 0.4242
C: -3.8114 -1.8095 -0.1117
C: -4.8056 -2.6916 -0.4738
H: -5.3164 -4.7454 -0.9560
H: -3.2533 -5.6383 0.1686
H: -1.3265 -4.0334 0.5897
H: -1.0946 -2.8615 2.5851
H: 0.7490 -4.1012 2.6176
H: 2.8943 -5.2919 1.9411
H: 4.6190 -4.0391 0.6303
H: 4.7081 -1.5482 1.0019
H: 2.6891 -0.3412 1.6708
H: -3.9002 -0.7352 -0.2457
H: -5.7957 -2.2830 -0.6879
F: -0.7547 -0.7844 6.0430
C: -0.7124 -1.6958 5.0440
F: 0.6113 -2.0015 4.8983
F: -1.3153 -2.8613 5.5034
S: -2.0228 -1.2115 3.6547
N: 0.4714 2.6183 5.3381
C: 1.5551 2.0500 4.6823
O: 2.3456 1.1587 5.0380
C: 1.6702 2.7473 3.3744
C: 0.4649 3.3398 3.0678
C: 0.2196 4.0479 1.8920
C: 1.3299 4.2872 1.0622
C: 2.5640 3.7139 1.4014
C: 2.7250 2.8383 2.4737
S: -0.7968 2.8970 4.2390
O: -1.4920 1.9560 3.3889
O: -1.6883 3.8870 4.8076
H: -0.7809 4.4033 1.6584
H: 1.1718 4.8435 0.1210
H: 3.3915 3.9128 0.7468
H: 3.5993 2.1838 2.6151

**Spin multiplicity**: 1
**Energy above the lowest of the compared OMol25 structures with the same formula, charge and spin**: 57.2 kcal/mol
**Charge**: -1
**Orbital gap**: 0.241 Ha

Record 2
Computed, not measured: the molecule C23H15F6NO3 in a non-equilibrium geometry, with the ωB97M-V functional and the def2-TZVPD basis.

Atoms and positions in Å:
F: -0.5436 -6.4785 -0.5505
C: -1.4665 -5.7932 -1.2951
F: -1.2077 -6.1037 -2.6116
F: -2.7025 -6.3078 -0.9967
C: -1.4156 -4.2989 -1.0596
C: -2.0109 -3.4508 -1.9902
C: -1.8823 -2.0741 -1.8462
C: -1.1748 -1.5197 -0.7704
C: -1.0987 0.0097 -0.6543
C: -1.5096 0.5854 0.6680
C: -1.8550 -0.1767 1.7869
C: -2.0407 0.4465 3.0283
C: -1.9897 1.8331 3.1008
C: -2.0455 2.5001 4.4482
F: -1.8088 3.8427 4.3818
F: -3.2712 2.3190 5.0327
F: -1.1058 1.9747 5.3000
C: -1.8817 2.6081 1.9607
C: -1.6770 1.9773 0.7329
C: -0.6152 -2.3851 0.1777
C: -0.7465 -3.7736 0.0403
H: -2.5650 -3.8742 -2.8237
H: -2.3327 -1.4154 -2.5948
H: -1.8946 0.3499 -1.3330
H: -1.9747 -1.2535 1.7273
H: -2.2258 -0.1412 3.9204
H: -1.8911 3.6806 2.0250
H: -1.7230 2.5755 -0.1692
H: -0.0681 -1.9890 1.0406
H: -0.3451 -4.4430 0.7950
C: 0.1689 0.6231 -1.2540
C: 1.0296 1.6776 -0.4948
O: 0.5324 2.5157 0.2797
C: 2.4565 1.9225 -0.8404
C: 2.9517 1.9723 -2.1538
C: 4.2409 2.4778 -2.3847
C: 5.0247 2.9078 -1.3136
C: 4.5495 2.8366 0.0034
C: 3.2583 2.3597 0.2291
N: 1.1351 -0.5759 -1.7305
O: 0.8016 -1.1514 -2.7856
O: 2.1274 -0.8711 -1.0490
H: -0.1186 1.0949 -2.2076
H: 2.3201 1.6282 -2.9755
H: 4.6072 2.5443 -3.4102
H: 6.0172 3.3123 -1.4911
H: 5.1376 3.1637 0.8691
H: 2.8292 2.3377 1.2381

**Structure (SMILES)**: O=C(c1ccccc1)[C@H](C(c1ccc(C(F)(F)F)cc1)c1ccc(C(F)(F)F)cc1)[N+](=O)[O-]
**Spin multiplicity**: 1
**Orbital gap**: 0.316 Ha

Record 3
Computed, not measured: a structure of composition C23H16AgBrN4O9, with the ωB97M-V functional and the def2-TZVPD basis.

Atoms and positions in Å:
Ag: 1.0378 0.0502 -0.4016
O: 0.2380 4.3965 -1.7928
C: 0.3828 5.0272 -0.6300
C: 0.3751 6.4261 -0.5662
C: 0.5297 7.0754 0.6485
C: 0.7068 6.3555 1.8240
C: 0.7192 4.9660 1.7615
C: 0.5541 4.2946 0.5631
C: 0.5154 2.7773 0.4860
O: 0.8325 2.3115 -0.7592
N: -0.8844 2.4081 0.8973
N: -1.2363 1.1557 0.5911
C: -2.4752 0.8836 0.4449
C: -2.9537 -0.4483 0.1173
Br: -1.6448 -1.7943 -0.0977
C: -4.2379 -0.7868 -0.0640
C: -5.3993 0.1219 -0.0468
C: -6.5695 -0.2785 0.6031
C: -7.6933 0.5323 0.6235
C: -7.6764 1.7647 -0.0155
C: -6.5287 2.1669 -0.6846
C: -5.4066 1.3525 -0.7072
H: 0.4774 3.3634 -1.5408
H: 0.2497 6.9810 -1.4884
H: 0.5216 8.1599 0.6769
H: 0.8388 6.8668 2.7694
H: 0.8608 4.3797 2.6641
H: 1.1696 2.3390 1.2531
H: -1.5709 3.1117 0.6303
H: -3.2272 1.6641 0.5780
H: -4.4585 -1.8348 -0.2286
H: -6.5861 -1.2379 1.1068
H: -8.5848 0.2018 1.1429
H: -8.5520 2.4018 0.0002
H: -6.5082 3.1177 -1.2028
H: -4.5298 1.6607 -1.2621
O: 4.6258 -1.2434 1.5132
C: 3.4654 -1.4075 1.1129
O: 2.5053 -0.5935 1.2232
C: 3.1482 -2.7861 0.5087
C: 3.9170 -3.8245 0.9527
C: 3.7090 -5.1524 0.5364
C: 2.6909 -5.4478 -0.3504
C: 1.8976 -4.4227 -0.8001
C: 2.0942 -3.0201 -0.4678
O: 1.4425 -2.1341 -1.0603
N: 0.8114 -4.8103 -1.6869
O: 1.0123 -5.7258 -2.4816
O: -0.2625 -4.2482 -1.5834
N: 4.5285 -6.2138 1.0366
O: 4.3079 -7.3658 0.6601
O: 5.4197 -5.9476 1.8360
H: 4.7178 -3.5953 1.6411
H: 2.5152 -6.4618 -0.6745

**Spin multiplicity**: 1
**Energy above the lowest of the compared OMol25 structures with the same formula, charge and spin**: 4.8 kcal/mol
**Charge**: -2
**Orbital gap**: 0.237 Ha

Record 4
Computed, not measured: a structure of composition C23H16AsO5Tc in a non-equilibrium geometry, with the ωB97M-V functional and the def2-TZVPD basis.

Atoms and positions in Å:
O: -0.7556 3.4120 -4.3843
C: -0.1181 2.6517 -3.7890
Tc: 0.9800 1.3944 -2.7373
O: -0.1552 -0.9298 -4.5505
C: 0.2605 -0.0701 -3.8937
C: 2.3725 0.0473 -2.1796
O: 3.1806 -0.7449 -1.9233
C: 1.1751 2.8024 -1.3086
O: 1.2913 3.6514 -0.5275
C: 2.4416 2.1907 -3.7561
O: 3.3036 2.6971 -4.3471
H: -0.4357 1.6435 -1.7123
C: -1.4618 -4.2997 -0.2370
C: -2.3984 -3.2766 -0.0604
C: -2.0181 -1.9363 -0.2159
C: -0.6817 -1.6395 -0.5010
C: 0.2467 -2.6588 -0.7467
C: -0.1461 -3.9928 -0.6060
As: -0.0136 0.2117 -0.4006
C: -1.4467 1.0958 0.6488
C: -2.4222 1.8463 -0.0263
C: -3.3946 2.5356 0.7048
C: -3.4212 2.4411 2.1017
C: -2.4694 1.6606 2.7673
C: -1.4660 1.0022 2.0413
C: 1.3712 -0.1224 0.9902
C: 1.1610 -1.1144 1.9524
C: 2.1359 -1.3613 2.9269
C: 3.3248 -0.6251 2.9255
C: 3.5349 0.3637 1.9578
C: 2.5556 0.6250 0.9935
H: -1.7550 -5.3409 -0.0920
H: -3.4293 -3.5133 0.2105
H: -2.7401 -1.1291 -0.0861
H: 1.2745 -2.4090 -1.0177
H: 0.5823 -4.7895 -0.7688
H: -2.4141 1.9072 -1.1145
H: -4.1343 3.1410 0.1795
H: -4.1841 2.9762 2.6696
H: -2.4967 1.5641 3.8530
H: -0.7066 0.4203 2.5640
H: 0.2429 -1.7098 1.9447
H: 1.9594 -2.1322 3.6799
H: 4.0895 -0.8217 3.6789
H: 4.4652 0.9352 1.9483
H: 2.7151 1.4005 0.2436

**<S²>**: 3.79
**Spin multiplicity**: 4
**Energy above the lowest of the compared OMol25 structures with the same formula, charge and spin**: 0.0 kcal/mol
**Charge**: +3
**Orbital gap (alpha / beta)**: 0.224 / 0.151 Ha

What did the third record say?
Computed, not measured: a structure of composition C23H16AgBrN4O9, with the ωB97M-V functional and the def2-TZVPD basis.

Atoms and positions in Å:
Ag: 1.0378 0.0502 -0.4016
O: 0.2380 4.3965 -1.7928
C: 0.3828 5.0272 -0.6300
C: 0.3751 6.4261 -0.5662
C: 0.5297 7.0754 0.6485
C: 0.7068 6.3555 1.8240
C: 0.7192 4.9660 1.7615
C: 0.5541 4.2946 0.5631
C: 0.5154 2.7773 0.4860
O: 0.8325 2.3115 -0.7592
N: -0.8844 2.4081 0.8973
N: -1.2363 1.1557 0.5911
C: -2.4752 0.8836 0.4449
C: -2.9537 -0.4483 0.1173
Br: -1.6448 -1.7943 -0.0977
C: -4.2379 -0.7868 -0.0640
C: -5.3993 0.1219 -0.0468
C: -6.5695 -0.2785 0.6031
C: -7.6933 0.5323 0.6235
C: -7.6764 1.7647 -0.0155
C: -6.5287 2.1669 -0.6846
C: -5.4066 1.3525 -0.7072
H: 0.4774 3.3634 -1.5408
H: 0.2497 6.9810 -1.4884
H: 0.5216 8.1599 0.6769
H: 0.8388 6.8668 2.7694
H: 0.8608 4.3797 2.6641
H: 1.1696 2.3390 1.2531
H: -1.5709 3.1117 0.6303
H: -3.2272 1.6641 0.5780
H: -4.4585 -1.8348 -0.2286
H: -6.5861 -1.2379 1.1068
H: -8.5848 0.2018 1.1429
H: -8.5520 2.4018 0.0002
H: -6.5082 3.1177 -1.2028
H: -4.5298 1.6607 -1.2621
O: 4.6258 -1.2434 1.5132
C: 3.4654 -1.4075 1.1129
O: 2.5053 -0.5935 1.2232
C: 3.1482 -2.7861 0.5087
C: 3.9170 -3.8245 0.9527
C: 3.7090 -5.1524 0.5364
C: 2.6909 -5.4478 -0.3504
C: 1.8976 -4.4227 -0.8001
C: 2.0942 -3.0201 -0.4678
O: 1.4425 -2.1341 -1.0603
N: 0.8114 -4.8103 -1.6869
O: 1.0123 -5.7258 -2.4816
O: -0.2625 -4.2482 -1.5834
N: 4.5285 -6.2138 1.0366
O: 4.3079 -7.3658 0.6601
O: 5.4197 -5.9476 1.8360
H: 4.7178 -3.5953 1.6411
H: 2.5152 -6.4618 -0.6745

**Spin multiplicity**: 1
**Energy above the lowest of the compared OMol25 structures with the same formula, charge and spin**: 4.8 kcal/mol
**Charge**: -2
**Orbital gap**: 0.237 Ha